1.
{
  "formula": "C8H24AgFO8",
  "method": "ωB97M-V/def2-TZVPD",
  "elements": ["Ag", "F", "C", "C", "O", "O", "H", "H", "H", "H", "H", "H", "C", "C", "O", "O", "H", "H", "H", "H", "H", "H", "C", "C", "O", "O", "H", "H", "H", "H", "H", "H", "C", "C", "O", "O", "H", "H", "H", "H", "H", "H"],
  "xyz": [[-1.418, -1.824, 4.278], [-0.394, -0.015, 1.040], [-1.289, -4.118, -1.887], [-1.299, -4.601, -0.434], [-0.243, -4.016, 0.332], [-1.692, -2.799, -1.984], [-1.939, -4.783, -2.456], [-0.268, -4.093, -2.266], [-1.130, -5.677, -0.454], [-2.254, -4.443, 0.068], [-0.402, -3.073, 0.243], [-1.464, -2.355, -1.163], [-5.686, 0.689, 2.039], [-5.247, 1.589, 0.908], [-3.941, 2.145, 1.094], [-5.044, -0.621, 2.202], [-6.733, 0.402, 1.942], [-5.448, 1.216, 2.962], [-5.999, 2.360, 0.740], [-5.282, 0.917, 0.051], [-3.327, 1.412, 1.004], [-5.662, -1.356, 2.169], [2.062, 1.553, -4.385], [1.547, 2.923, -4.952], [0.419, 3.355, -4.186], [2.272, 1.737, -2.971], [3.015, 1.372, -4.881], [1.237, 0.872, -4.595], [1.416, 2.668, -6.003], [2.322, 3.689, -4.939], [-0.230, 2.664, -4.336], [1.501, 1.334, -2.566], [4.386, 0.866, 3.522], [5.826, 1.355, 3.639], [6.437, 1.299, 2.378], [3.368, 1.799, 3.198], [4.240, 0.493, 4.535], [4.357, 0.045, 2.806], [6.294, 0.729, 4.399], [5.840, 2.418, 3.877], [7.066, 0.575, 2.411], [2.784, 1.300, 2.622]],
  "mulliken_charge": [0.86, -0.85, -0.21, -0.55, -0.50, -0.48, 0.28, 0.26, 0.32, 0.27, 0.33, 0.26, -0.32, -0.37, -0.51, -0.54, 0.33, 0.20, 0.34, 0.26, 0.31, 0.30, -0.53, -0.41, -0.48, -0.47, 0.30, 0.34, 0.28, 0.35, 0.31, 0.31, -0.27, -0.44, -0.50, -0.51, 0.21, 0.28, 0.34, 0.24, 0.29, 0.35],
  "lumo_energy_ev": -3.810,
  "e_above_lowest_kcal_mol": 129.40,
  "charge": 0
}

=====

2.
{
  "formula": "C8H24BF4O4RbS4",
  "method": "ωB97M-V/def2-TZVPD",
  "elements": ["Rb", "B", "F", "F", "F", "F", "C", "S", "O", "C", "H", "H", "H", "H", "H", "H", "C", "S", "O", "C", "H", "H", "H", "H", "H", "H", "C", "S", "O", "C", "H", "H", "H", "H", "H", "H", "C", "S", "O", "C", "H", "H", "H", "H", "H", "H"],
  "xyz": [[5.344, 4.128, 27.351], [5.794, 1.750, 24.999], [4.622, 2.053, 25.770], [6.721, 2.835, 25.116], [6.362, 0.597, 25.544], [5.459, 1.614, 23.668], [2.620, 3.639, 23.271], [1.545, 4.903, 22.649], [0.173, 4.441, 22.973], [1.943, 6.186, 23.845], [2.635, 3.436, 24.338], [3.674, 3.829, 23.019], [2.426, 2.730, 22.699], [1.484, 5.942, 24.800], [1.487, 7.103, 23.472], [3.026, 6.315, 23.846], [7.448, -0.876, 28.013], [6.979, -1.309, 29.687], [7.147, -2.778, 29.802], [8.414, -0.605, 30.501], [7.553, 0.194, 27.848], [6.693, -1.288, 27.349], [8.387, -1.396, 27.816], [8.395, 0.481, 30.499], [9.320, -1.018, 30.052], [8.418, -1.033, 31.504], [2.975, -0.505, 25.298], [1.576, -0.869, 24.242], [1.708, 0.031, 23.071], [2.163, -2.463, 23.673], [2.790, 0.491, 25.692], [3.900, -0.523, 24.722], [3.063, -1.193, 26.142], [1.529, -2.782, 22.848], [2.142, -3.209, 24.468], [3.178, -2.339, 23.295], [7.321, 5.785, 23.867], [6.336, 7.151, 24.468], [5.805, 6.741, 25.802], [7.708, 8.252, 24.780], [6.729, 5.003, 23.402], [7.931, 5.383, 24.676], [8.008, 6.210, 23.131], [8.267, 8.362, 23.852], [8.328, 7.869, 25.588], [7.299, 9.224, 25.048]],
  "mulliken_charge": [1.00, 0.66, -0.50, -0.40, -0.32, -0.38, -0.72, 0.45, -0.63, -0.50, 0.23, 0.29, 0.31, 0.26, 0.35, -0.03, -0.86, 0.51, -0.62, -0.92, 0.29, 0.29, 0.36, 0.31, 0.29, 0.34, -0.78, 0.43, -0.57, -0.96, 0.20, 0.19, 0.45, 0.34, 0.36, 0.29, -0.84, 0.54, -0.64, -0.99, 0.20, 0.30, 0.42, 0.37, 0.29, 0.34],
  "lumo_energy_ev": -0.922,
  "e_above_lowest_kcal_mol": 15.69,
  "charge": 0
}

=====

3.
{
  "formula": "C8H24BHgNOP2",
  "method": "ωB97M-V/def2-TZVPD",
  "elements": ["Hg", "H", "H", "P", "P", "C", "H", "H", "H", "C", "H", "H", "H", "C", "H", "H", "H", "C", "H", "H", "H", "C", "H", "H", "H", "C", "H", "H", "H", "C", "O", "H", "B", "C", "N", "H", "H", "H"],
  "xyz": [[0.384, 0.006, -0.844], [-1.799, -0.432, 0.725], [-1.802, 0.306, 0.753], [0.006, -2.498, -0.879], [0.004, 2.504, -0.855], [1.444, 3.338, -0.113], [1.375, 4.411, -0.384], [1.406, 3.215, 0.989], [2.374, 2.887, -0.514], [0.023, 2.846, -2.637], [-0.855, 2.373, -3.097], [-0.010, 3.931, -2.799], [0.940, 2.431, -3.078], [-1.497, 3.273, -0.179], [-1.509, 3.178, 0.920], [-1.477, 4.339, -0.462], [-2.392, 2.789, -0.605], [0.205, -2.827, -2.651], [0.152, -3.908, -2.829], [-0.600, -2.319, -3.198], [1.179, -2.442, -2.986], [1.340, -3.374, 0.002], [1.185, -3.262, 1.095], [1.275, -4.443, -0.289], [2.319, -2.943, -0.291], [-1.574, -3.234, -0.373], [-2.408, -2.726, -0.883], [-1.551, -4.297, -0.664], [-1.698, -3.150, 0.719], [1.390, 0.008, 1.082], [2.611, -0.009, 1.214], [-1.122, -0.002, -1.878], [0.034, -0.001, 4.682], [0.200, 0.015, 3.210], [0.426, 0.021, 2.025], [1.013, -0.580, 5.115], [-1.004, -0.591, 4.932], [0.013, 1.167, 5.023]],
  "mulliken_charge": [0.81, -0.03, -0.01, 0.60, 0.62, -1.17, 0.41, 0.30, 0.30, -1.21, 0.34, 0.40, 0.31, -1.23, 0.32, 0.41, 0.33, -1.21, 0.40, 0.33, 0.31, -1.18, 0.29, 0.41, 0.31, -1.24, 0.33, 0.41, 0.33, -0.40, -0.52, -0.25, 0.08, 0.20, 0.04, -0.03, -0.06, -0.05],
  "lumo_energy_ev": -0.032,
  "e_above_lowest_kcal_mol": 0.00,
  "charge": 0
}

=====

4.
{
  "formula": "C8H24F2HfO8",
  "method": "ωB97M-V/def2-TZVPD",
  "elements": ["Hf", "F", "F", "C", "C", "O", "O", "H", "H", "H", "H", "H", "H", "C", "C", "O", "O", "H", "H", "H", "H", "H", "H", "C", "C", "O", "O", "H", "H", "H", "H", "H", "H", "C", "C", "O", "O", "H", "H", "H", "H", "H", "H"],
  "xyz": [[-32.378, -2.553, -41.030], [-31.233, -4.195, -39.851], [-32.743, -4.437, -42.330], [-34.197, -3.782, -38.432], [-34.064, -2.234, -38.120], [-32.955, -1.643, -38.799], [-33.986, -3.997, -39.862], [-35.147, -4.135, -38.032], [-33.410, -4.315, -37.899], [-34.114, -1.925, -37.076], [-34.950, -1.724, -38.500], [-32.715, -0.868, -38.286], [-34.366, -4.846, -40.097], [-30.309, -7.433, -38.854], [-29.704, -7.261, -40.202], [-29.179, -5.954, -40.423], [-31.508, -6.726, -38.732], [-29.577, -7.112, -38.112], [-30.514, -8.501, -38.784], [-30.409, -7.604, -40.959], [-28.856, -7.945, -40.165], [-29.834, -5.293, -40.188], [-31.494, -5.861, -39.147], [-28.408, -3.757, -37.738], [-28.071, -4.206, -36.235], [-27.960, -5.643, -36.004], [-27.299, -3.369, -38.514], [-29.152, -2.961, -37.785], [-28.848, -4.664, -38.151], [-28.891, -3.875, -35.598], [-27.199, -3.643, -35.901], [-28.221, -5.783, -35.091], [-26.795, -4.183, -38.577], [-29.467, -1.590, -42.186], [-29.180, -1.687, -40.703], [-30.352, -1.541, -39.966], [-30.458, -2.592, -42.542], [-28.467, -1.667, -42.612], [-29.843, -0.671, -42.636], [-28.482, -0.876, -40.497], [-28.770, -2.659, -40.427], [-30.116, -1.100, -39.146], [-30.113, -3.117, -43.268]],
  "mulliken_charge": [1.57, -0.02, -0.60, -0.36, -0.52, -0.31, -0.45, 0.50, 0.24, 0.49, 0.35, 0.26, 0.31, -0.34, -0.42, -0.48, -0.56, 0.15, 0.40, 0.28, 0.39, 0.14, 0.32, 0.39, -0.65, -0.50, -0.56, 0.11, -0.11, 0.36, 0.32, 0.32, 0.37, -0.67, -0.03, -0.31, -0.39, 0.47, 0.34, 0.49, 0.10, 0.30, 0.31],
  "lumo_energy_ev": -10.405,
  "e_above_lowest_kcal_mol": 0.00,
  "charge": 2
}

=====

5.
{
  "formula": "C8H24F2MgNO8S2",
  "method": "ωB97M-V/def2-TZVPD",
  "elements": ["Mg", "N", "S", "O", "O", "F", "S", "O", "O", "F", "C", "C", "O", "H", "H", "H", "H", "H", "H", "C", "C", "O", "H", "H", "H", "H", "H", "H", "C", "C", "O", "H", "H", "H", "H", "H", "H", "C", "C", "O", "H", "H", "H", "H", "H", "H"],
  "xyz": [[0.025, 0.200, 0.082], [1.939, 0.076, 1.197], [2.605, 1.498, 0.807], [3.161, 1.449, -0.507], [3.098, 2.324, 1.877], [1.099, 2.142, 0.531], [2.436, -0.850, 2.429], [1.244, -1.467, 2.964], [3.496, -0.359, 3.262], [2.947, -2.087, 1.618], [-1.240, 1.776, 3.381], [-1.913, 0.651, 2.685], [-0.917, -0.243, 1.948], [-1.901, 2.055, 4.210], [-1.299, 2.620, 2.727], [-0.150, 1.771, 3.669], [-2.521, 1.031, 1.873], [-2.508, -0.012, 3.319], [-0.298, -0.724, 2.513], [-2.251, 2.872, -0.650], [-2.718, 1.444, -0.985], [-1.829, 0.394, -0.710], [-3.009, 3.548, -0.918], [-1.326, 3.218, -1.214], [-1.992, 3.033, 0.380], [-2.975, 1.400, -2.109], [-3.654, 1.331, -0.496], [-2.311, -0.470, -0.549], [0.764, -4.280, -0.571], [0.588, -2.876, -1.064], [-0.142, -2.060, -0.070], [1.395, -4.207, 0.331], [1.203, -4.899, -1.325], [-0.151, -4.707, -0.250], [0.009, -2.864, -1.977], [1.516, -2.347, -1.251], [-0.320, -2.748, 0.629], [0.828, -0.483, -3.746], [0.595, 0.786, -2.977], [0.996, 0.611, -1.565], [0.097, -1.244, -3.503], [1.834, -0.805, -3.511], [0.699, -0.151, -4.749], [-0.418, 1.114, -2.986], [1.386, 1.540, -3.384], [1.886, 1.002, -1.365]],
  "mulliken_charge": [1.94, -0.43, 1.11, -0.69, -0.54, -0.32, 1.00, -0.74, -0.52, -0.23, -0.98, -0.17, -0.43, 0.36, 0.27, 0.25, 0.10, 0.41, 0.20, -1.07, -0.44, -0.34, 0.51, 0.22, 0.14, 0.35, 0.52, 0.28, -1.51, 0.06, -0.23, 0.38, 0.42, 0.42, 0.12, 0.17, 0.25, -1.14, -0.28, -0.20, 0.19, 0.33, 0.46, 0.26, 0.33, 0.24],
  "lumo_energy_ev": -2.805,
  "charge": 1
}

=====

6.
{
  "formula": "C8H24FO8",
  "method": "ωB97M-V/def2-TZVPD",
  "elements": ["F", "C", "C", "O", "O", "H", "H", "H", "H", "H", "H", "C", "C", "O", "O", "H", "H", "H", "H", "H", "H", "C", "C", "O", "O", "H", "H", "H", "H", "H", "H", "C", "C", "O", "O", "H", "H", "H", "H", "H", "H"],
  "xyz": [[38.903, -13.736, 1.398], [41.157, -11.030, -1.641], [39.823, -11.555, -2.154], [38.849, -11.881, -1.068], [40.997, -10.249, -0.533], [41.600, -10.360, -2.378], [41.847, -11.858, -1.475], [39.747, -12.430, -2.801], [39.423, -10.827, -2.860], [38.730, -12.834, -1.066], [41.775, -9.720, -0.344], [35.627, -12.013, 1.193], [35.338, -11.872, 2.644], [36.553, -11.825, 3.349], [36.023, -10.705, 0.771], [34.874, -12.607, 0.675], [36.442, -12.728, 1.078], [34.675, -12.644, 3.033], [34.710, -10.988, 2.755], [36.409, -12.044, 4.273], [35.238, -10.153, 0.798], [37.197, -16.592, 3.492], [36.841, -15.315, 4.431], [38.029, -14.798, 4.944], [38.123, -16.221, 2.517], [36.353, -16.811, 2.839], [37.256, -17.472, 4.132], [36.063, -15.542, 5.160], [36.566, -14.341, 4.027], [37.813, -14.459, 5.816], [37.616, -15.791, 1.825], [36.551, -15.964, -0.691], [37.429, -15.103, -1.574], [38.724, -14.987, -0.985], [36.201, -15.536, 0.621], [36.867, -17.005, -0.621], [35.621, -16.070, -1.249], [36.996, -14.165, -1.921], [37.423, -15.586, -2.551], [38.733, -14.781, -0.048], [35.600, -16.155, 1.041]],
  "mulliken_charge": [-0.92, -0.32, -0.43, -0.45, -0.48, 0.31, 0.24, 0.31, 0.26, 0.22, 0.29, -0.07, -0.31, -0.54, -0.46, 0.22, -0.10, 0.31, 0.33, 0.26, 0.29, -0.42, 0.39, -0.50, -0.45, 0.13, 0.33, 0.43, -0.41, 0.28, 0.32, -0.60, -0.33, -0.58, -0.44, 0.32, 0.39, 0.30, 0.37, 0.29, 0.20],
  "lumo_energy_ev": 2.980,
  "e_above_lowest_kcal_mol": 143.76,
  "charge": -1
}

=====

no.,highest occupied orbital energy (Ha),orbital gap (Ha)
1,-0.308,0.16755
2,-0.310,0.27597
3,-0.207,0.20561
4,-0.528,0.14525
5,-0.524,0.42104
6,-0.140,0.24985